Entry one
{"formula": "C3H11NO3", "method": "ωB97M-V with the def2-TZVPD basis set", "smiles": "OCCNCO.O", "charge": 0, "species": ["O", "O", "O", "N", "C", "C", "C", "H", "H", "H", "H", "H", "H", "H", "H", "H", "H", "H"], "positions_angstrom": [[0.042, -0.458, -2.079], [2.082, 0.875, -0.689], [-0.775, 1.831, 0.707], [-1.142, -0.829, -0.039], [-0.712, -0.581, 1.312], [-0.212, 0.899, 1.590], [-0.124, -1.353, -0.948], [-0.545, -2.267, -1.353], [0.814, -1.311, -0.428], [2.707, 1.263, -1.308], [1.275, 0.673, -1.188], [-1.574, -0.696, 1.948], [-0.410, -0.732, -2.880], [0.872, 0.852, 1.547], [0.093, -1.237, 1.627], [-1.649, -0.011, -0.344], [-0.530, 1.157, 2.592], [-0.212, 1.926, -0.066]]}


Entry two
{"formula": "C3H11NO3", "method": "ωB97M-V with the def2-TZVPD basis set", "smiles": "NC(CO)CO.O", "charge": 0, "species": ["O", "O", "O", "N", "C", "C", "C", "H", "H", "H", "H", "H", "H", "H", "H", "H", "H", "H"], "positions_angstrom": [[-0.432, 1.121, 2.561], [1.823, -0.305, -1.538], [-2.106, -1.273, -2.188], [-0.041, -1.175, 0.581], [0.611, 0.136, 0.576], [-0.384, 1.153, 1.129], [0.952, 0.565, -0.854], [-1.369, -1.588, -1.648], [0.522, -2.003, 0.668], [-0.075, 2.135, 0.789], [-0.834, -1.214, 1.200], [-2.847, -1.236, -1.572], [-0.090, 1.946, 2.910], [0.002, 0.725, -1.358], [-1.381, 0.918, 0.771], [1.457, 1.533, -0.770], [1.328, -1.073, -1.837], [1.489, 0.130, 1.220]]}


Entry three
{"formula": "C3H11NO3", "method": "ωB97M-V with the def2-TZVPD basis set", "smiles": "NCCC=O.O.O", "charge": 0, "species": ["O", "O", "O", "N", "C", "C", "C", "H", "H", "H", "H", "H", "H", "H", "H", "H", "H", "H"], "positions_angstrom": [[-0.159, -0.909, -2.404], [1.657, 1.259, -1.406], [1.403, 1.284, 1.453], [-2.240, -0.581, -0.170], [0.691, 0.349, 1.737], [0.149, -0.629, 0.722], [-1.365, -0.837, 0.964], [-3.157, -0.939, 0.057], [-1.678, -0.293, 1.875], [2.306, 1.834, -1.843], [0.328, 0.270, 2.786], [-0.401, -0.062, -2.060], [0.191, -0.094, -0.218], [-2.353, 0.400, -0.389], [1.832, 1.505, -0.470], [0.709, -1.545, 0.553], [-1.533, -1.861, 1.320], [-0.721, -1.501, -1.934]]}


Entry four
{"formula": "C3H11NO3", "method": "ωB97M-V with the def2-TZVPD basis set", "smiles": "NCCC=O.O.O", "charge": 0, "species": ["O", "O", "O", "N", "C", "C", "C", "H", "H", "H", "H", "H", "H", "H", "H", "H", "H", "H"], "positions_angstrom": [[2.885, 0.195, 1.316], [-0.270, -3.599, -2.324], [-0.526, 1.812, 2.546], [-1.956, 0.441, -1.048], [-0.794, 1.324, -0.719], [-0.632, 0.921, 1.743], [0.023, 0.632, 0.437], [-0.169, 1.405, -1.590], [0.402, -4.234, -2.048], [-2.777, 0.930, -0.634], [1.058, 1.100, 0.562], [-1.739, -0.361, -0.484], [-1.060, 2.337, -0.336], [0.004, -3.455, -3.238], [2.878, 0.499, 2.241], [-1.407, 0.127, 2.028], [0.243, -0.451, 0.313], [3.837, 0.378, 1.236]]}


Stability check: which of them is least stable? entry four.


Entry one
{"formula": "ClHIOPS", "method": "ωB97M-V with the def2-TZVPD basis set", "charge": 0, "species": ["I", "Cl", "S", "P", "O", "H"], "positions_angstrom": [[1.532, -1.817, 2.477], [2.287, 1.873, -1.243], [1.705, -0.702, -2.982], [1.740, -0.091, -1.086], [0.395, -0.026, -0.233], [0.723, -0.323, 0.654]]}


Entry two
{"formula": "ClHIOPS", "method": "ωB97M-V with the def2-TZVPD basis set", "smiles": "O=P(=S)I.Cl", "charge": 0, "species": ["I", "Cl", "S", "P", "O", "H"], "positions_angstrom": [[-0.336, 2.189, 0.858], [0.058, -1.625, 1.438], [-0.676, 0.154, -2.334], [0.437, 0.750, -0.911], [1.868, 0.413, -0.761], [-1.351, -1.882, 1.711]]}


Stability check: which of them is least stable? entry one.


Entry one
{"formula": "ClHIOPS", "method": "ωB97M-V with the def2-TZVPD basis set", "charge": 0, "species": ["I", "Cl", "S", "P", "O", "H"], "positions_angstrom": [[-1.892, 1.356, 0.454], [0.520, -0.957, 2.341], [-0.721, -1.757, -1.345], [-0.354, -0.285, -0.117], [0.883, 0.489, -0.839], [1.565, 1.155, -0.494]]}


Entry two
{"formula": "ClHIOPS", "method": "ωB97M-V with the def2-TZVPD basis set", "smiles": "O[P@@](=S)(Cl)I", "charge": 0, "species": ["I", "Cl", "S", "P", "O", "H"], "positions_angstrom": [[3.547, -0.623, -0.016], [2.090, 2.443, 1.044], [1.163, 1.373, -2.032], [1.662, 0.902, -0.299], [0.555, 0.084, 0.725], [0.027, -0.622, 0.347]]}


Stability check: which of them is least stable? entry one.


Entry one
{"formula": "C6H24FO6", "method": "ωB97M-V with the def2-TZVPD basis set", "charge": -1, "species": ["F", "O", "O", "O", "O", "O", "O", "C", "C", "C", "C", "C", "C", "H", "H", "H", "H", "H", "H", "H", "H", "H", "H", "H", "H", "H", "H", "H", "H", "H", "H", "H", "H", "H", "H", "H", "H"], "positions_angstrom": [[5.220, 18.519, -5.735], [8.593, 20.038, -6.216], [8.379, 16.574, -8.805], [3.956, 21.710, -7.741], [3.315, 18.441, -9.999], [2.749, 15.613, -3.209], [3.955, 19.117, -2.309], [9.540, 16.230, -9.493], [4.886, 22.418, -8.469], [1.695, 15.252, -2.365], [3.077, 18.731, -11.354], [4.908, 19.355, -1.337], [9.042, 20.748, -5.045], [8.628, 17.389, -8.363], [9.542, 21.673, -5.333], [2.803, 16.566, -3.108], [9.805, 20.264, -4.436], [8.209, 20.864, -4.351], [1.897, 15.596, -1.351], [2.073, 19.130, -11.503], [0.762, 15.669, -2.745], [5.538, 22.956, -7.781], [3.269, 17.852, -11.968], [4.476, 19.616, -0.371], [5.528, 18.469, -1.195], [5.615, 20.136, -1.618], [5.511, 21.752, -9.064], [10.328, 15.875, -8.829], [1.569, 14.169, -2.371], [3.223, 19.287, -9.554], [4.379, 21.041, -7.198], [4.477, 23.193, -9.117], [7.673, 19.839, -6.025], [9.472, 15.423, -10.223], [9.894, 17.083, -10.071], [3.755, 19.470, -11.780], [4.389, 18.977, -3.154]]}


Entry two
{"formula": "C6H24FO6", "method": "ωB97M-V with the def2-TZVPD basis set", "charge": -1, "species": ["F", "O", "O", "O", "O", "O", "O", "C", "C", "C", "C", "C", "C", "H", "H", "H", "H", "H", "H", "H", "H", "H", "H", "H", "H", "H", "H", "H", "H", "H", "H", "H", "H", "H", "H", "H", "H"], "positions_angstrom": [[0.718, -0.566, -0.766], [1.483, 2.499, -0.860], [-1.358, -1.392, -2.797], [2.343, -2.380, 0.561], [1.332, 0.670, 1.510], [-1.358, -2.160, 0.267], [-1.844, 1.266, -1.562], [-2.669, -1.846, -3.019], [0.932, 0.122, 2.755], [1.718, 3.751, -0.254], [3.698, -2.000, 0.632], [-2.202, -1.521, 1.183], [-1.592, 2.067, -0.402], [1.521, 1.824, -0.177], [1.570, 0.405, 3.592], [1.886, 3.663, 0.819], [-1.656, 3.093, -0.763], [-3.327, -1.148, -2.501], [2.477, 4.322, -0.788], [-2.780, 1.061, -1.606], [4.285, -2.611, 1.319], [-2.986, -1.779, -4.060], [0.892, -0.960, 2.628], [4.171, -2.067, -0.347], [0.781, 4.284, -0.416], [-2.296, 1.880, 0.408], [-2.863, -2.261, 1.633], [-1.608, -1.102, 1.996], [-0.621, -1.593, 0.027], [-2.841, -0.762, 0.732], [1.082, 0.039, 0.831], [3.754, -0.961, 0.956], [-2.772, -2.855, -2.620], [-0.074, 0.485, 2.962], [-0.583, 1.922, -0.016], [-1.092, -1.685, -1.922], [1.879, -1.702, 0.065]]}


Stability check: which of them is least stable? entry one.


Entry one
{"formula": "C7H12N2", "method": "ωB97M-V with the def2-TZVPD basis set", "charge": 0, "species": ["N", "N", "C", "C", "C", "C", "C", "C", "C", "H", "H", "H", "H", "H", "H", "H", "H", "H", "H", "H", "H"], "positions_angstrom": [[-0.138, 0.421, -0.265], [-3.069, -1.174, 0.731], [0.001, -0.594, 0.437], [-2.623, -0.244, 0.062], [2.733, 0.998, 1.219], [0.093, -1.741, 1.037], [2.311, 0.472, 0.097], [2.928, 0.151, -1.198], [-3.217, 0.706, -0.919], [-2.702, 0.609, -1.876], [-4.080, -1.388, 0.656], [2.446, 0.704, -2.008], [-0.827, -2.268, 1.259], [-0.248, 1.284, 0.264], [1.053, -2.127, 1.346], [2.093, 1.157, 2.083], [2.827, -0.912, -1.433], [-4.293, 0.520, -1.059], [4.003, 0.399, -1.203], [3.782, 1.295, 1.352], [-3.075, 1.734, -0.580]]}


Entry two
{"formula": "C7H12N2", "method": "ωB97M-V with the def2-TZVPD basis set", "smiles": "C1NC[C@@]23C[C@H]2NC[C@@H]13", "charge": 0, "species": ["N", "N", "C", "C", "C", "C", "C", "C", "C", "H", "H", "H", "H", "H", "H", "H", "H", "H", "H", "H", "H"], "positions_angstrom": [[1.357, -1.273, 0.442], [-1.653, -0.398, -1.034], [1.310, -0.606, -0.925], [0.129, 0.560, 2.154], [-1.396, -0.253, 0.380], [-0.829, 0.688, -1.613], [0.418, 0.756, -0.746], [-0.143, 0.604, 0.675], [1.117, -0.078, 1.253], [1.046, 1.646, -0.950], [0.572, -1.919, 0.564], [-2.284, 0.265, 0.820], [-1.311, -1.246, 0.869], [0.501, 1.388, 2.775], [-1.340, 1.644, -1.523], [0.894, -1.285, -1.672], [-0.683, 0.016, 2.686], [1.973, 0.567, 1.137], [-1.267, -1.290, -1.356], [2.311, -0.276, -1.263], [-0.725, 0.489, -2.674]]}


Stability check: which of them is least stable? entry one.